ORCA calculation (ωB97M-V with the def2-TZVPD basis set) on a 2-piece molecular cluster, C30H60Cl2N5O overall at a distorted geometry.

The HOMO-LUMO gap is 8.2 eV. As for the net charge: +1. As for the total energy: -66618.354 eV.

Cartesian coordinates (Å):
C (3.088, 2.466, 3.225)
C (4.041, 2.188, 2.044)
C (3.593, 2.786, 0.703)
C (2.149, 2.456, 0.291)
C (1.786, 3.270, -0.991)
C (2.028, 0.992, -0.049)
N (3.088, 0.226, -0.293)
C (2.611, -1.010, -0.625)
N (3.484, -1.968, -0.966)
C (3.216, -3.329, -1.397)
C (4.909, -1.560, -0.932)
C (5.502, -1.470, 0.487)
N (6.606, -0.504, 0.492)
N (1.230, -1.016, -0.541)
C (0.039, -1.875, -0.689)
C (0.123, -3.336, -1.064)
C (-1.317, -3.938, -1.065)
C (-1.464, -4.854, -2.293)
C (-1.562, -4.719, 0.243)
C (-2.734, -5.706, 0.237)
C (-4.161, -5.186, 0.115)
C (-4.623, -3.926, -0.131)
C (-5.802, -3.738, -1.067)
C (-4.061, -2.672, 0.553)
N (0.893, 0.285, -0.186)
C (-0.438, 0.857, -0.025)
C (-1.111, 1.281, -1.348)
C (-2.068, 2.478, -1.155)
C (-3.547, 2.259, -1.521)
C (-4.524, 3.033, -0.604)
C (-5.487, 2.140, 0.191)
C (-6.485, 2.981, 1.014)
O (-6.430, 2.723, 2.407)
C (-6.940, 1.459, 2.785)
H (3.656, 2.853, 4.076)
H (2.595, 1.554, 3.569)
H (2.350, 3.234, 2.982)
H (4.231, 1.116, 1.924)
H (5.010, 2.642, 2.274)
H (3.654, 3.877, 0.798)
H (4.283, 2.501, -0.096)
H (1.478, 2.759, 1.096)
H (2.038, 2.685, -1.882)
H (0.733, 3.549, -1.015)
H (2.418, 4.159, -1.035)
H (2.757, -3.917, -0.598)
H (2.585, -3.346, -2.287)
H (4.156, -3.811, -1.651)
H (5.470, -2.323, -1.477)
H (5.070, -0.628, -1.471)
H (4.698, -1.139, 1.158)
H (5.834, -2.454, 0.820)
H (7.299, -0.790, 1.175)
H (6.271, 0.388, 0.837)
H (-0.619, -1.390, -1.422)
H (-0.509, -1.819, 0.263)
H (0.695, -3.915, -0.339)
H (0.518, -3.460, -2.074)
H (-2.041, -3.134, -1.197)
H (-0.761, -5.695, -2.224)
H (-2.478, -5.240, -2.398)
H (-1.193, -4.304, -3.200)
H (-1.695, -4.049, 1.101)
H (-0.655, -5.299, 0.458)
H (-2.668, -6.286, 1.171)
H (-2.612, -6.443, -0.564)
H (-4.918, -5.960, 0.271)
H (-6.600, -4.462, -0.855)
H (-6.256, -2.745, -0.967)
H (-5.472, -3.887, -2.096)
H (-3.246, -2.178, 0.020)
H (-4.896, -1.970, 0.655)
H (-3.729, -2.922, 1.562)
H (-0.331, 1.726, 0.622)
H (-1.122, 0.181, 0.498)
H (-0.358, 1.512, -2.102)
H (-1.705, 0.431, -1.708)
H (-1.686, 3.285, -1.788)
H (-2.002, 2.854, -0.126)
H (-3.808, 1.194, -1.533)
H (-3.712, 2.620, -2.540)
H (-3.976, 3.685, 0.083)
H (-5.135, 3.682, -1.242)
H (-6.025, 1.462, -0.476)
H (-4.894, 1.564, 0.916)
H (-7.515, 2.800, 0.676)
H (-6.275, 4.049, 0.904)
H (-7.707, 1.587, 3.554)
H (-7.398, 0.928, 1.941)
H (-6.137, 0.839, 3.200)
Cl (6.458, 4.726, 2.303)
C (7.462, 5.045, 0.860)
C (6.953, 6.213, 0.057)
Cl (5.392, 5.860, -0.734)
H (7.489, 4.135, 0.266)
H (8.467, 5.260, 1.218)
H (7.663, 6.445, -0.734)
H (6.817, 7.094, 0.678)

Forces on atoms 1 to 3 (eV/Å):
0.4439 -0.0425 0.0302
0.2574 0.0939 -0.0981
-0.1526 0.0848 0.5048